Entry 1:
DFT (wB97M-V/def2-TZVPD) results for a cluster of 2 separate species, C4H14N2OS in total in a non-equilibrium geometry.

The geometry in XYZ format:
```
22
Properties=species:S:1:pos:R:3:forces:R:3
C 1.104 0.901 -0.400 -0.15 -0.36 -0.99
N 0.697 -0.458 -0.815 -0.02 0.06 0.79
C -0.490 -0.548 -1.640 -0.19 -0.40 -0.18
C -1.766 0.170 -1.125 0.41 -0.16 0.36
S -2.210 1.509 -2.256 -0.07 0.08 -0.22
C 0.871 1.316 1.047 0.99 0.43 -0.18
N 1.823 0.720 2.003 -0.66 -0.79 -0.22
H 0.639 1.611 -1.097 -0.11 -0.02 0.22
H 2.174 0.976 -0.615 0.13 0.17 0.20
H 0.588 -1.029 0.020 -0.03 0.06 -0.18
H -0.233 -0.253 -2.658 -0.04 0.45 -0.01
H -0.734 -1.603 -1.771 0.08 -0.11 0.19
H -1.545 0.560 -0.131 -0.11 0.12 -0.11
H -2.565 -0.555 -0.995 -0.20 0.11 -0.25
H -3.511 1.658 -1.971 0.04 -0.08 0.16
H -0.142 1.161 1.386 -0.29 -0.24 0.11
H 1.035 2.397 1.058 -0.05 0.07 0.15
H 1.550 -0.258 2.163 0.11 0.45 0.16
H 2.730 0.660 1.555 0.10 0.15 0.06
H 0.574 -2.818 1.609 0.23 0.24 0.37
H -0.640 -3.389 2.213 0.13 0.44 0.56
O 0.049 -2.729 2.420 -0.31 -0.68 -0.98
```
Forces are in eV/Å.

Charge: 0
Kohn-Sham gap, eV: 9.316
ΔE to the lowest compared entry with this formula, charge and spin, kJ/mol: 77.8
Structure (SMILES): NCCNCCS.O

Mulliken atomic charge list, values in e, 2 entries: -0.71 -0.24

---

Entry 2:
DFT (wB97M-V/def2-TZVPD) results for a cluster of 2 separate species, C4H14N2OS in total in a non-equilibrium geometry.

The geometry in XYZ format:
```
22
Properties=species:S:1:pos:R:3:forces:R:3
N -1.569 -1.241 -1.524 -0.31 0.22 0.64
C -1.106 -0.530 -0.346 2.36 -0.16 0.26
C -0.881 0.994 -0.453 -1.17 0.20 -0.09
C -0.993 1.634 0.930 0.01 0.37 1.08
S 0.180 3.020 1.292 -0.33 -0.79 0.11
C 0.348 -1.110 0.066 -1.21 0.37 -0.25
N 0.656 -2.457 -0.345 -0.99 -0.49 1.31
H -2.541 -1.508 -1.460 -0.06 0.26 -0.27
H -1.383 -0.677 -2.335 -0.28 -0.06 -0.38
H -1.668 -0.672 0.571 -0.93 -0.50 -0.42
H -1.658 1.519 -1.020 -0.10 -0.46 -0.34
H 0.043 1.221 -0.981 0.23 0.01 0.31
H -0.919 0.949 1.779 0.73 -0.30 -0.34
H -2.014 1.964 1.152 0.10 0.49 -0.64
H 0.998 2.191 1.969 0.13 0.37 -0.16
H 0.339 -1.025 1.155 0.59 0.02 0.02
H 1.067 -0.449 -0.373 0.54 0.33 0.18
H 1.228 -2.533 -1.146 0.44 0.24 -0.90
H -0.218 -2.927 -0.544 0.14 -0.24 -0.16
H 3.682 -0.131 0.695 -0.40 -0.30 0.21
H 3.448 1.252 0.267 -0.33 0.43 -0.04
O 2.962 0.515 0.651 0.84 -0.01 -0.12
```
Forces are in eV/Å.

Charge: 0
Kohn-Sham gap, eV: 9.141
ΔE to the lowest compared entry with this formula, charge and spin, kJ/mol: 92.7
Structure (SMILES): NC[C@H](N)CCS.O

Mulliken atomic charge list, values in e, 2 entries: -0.60 -0.19

---

Entry 3:
DFT (wB97M-V/def2-TZVPD) results for a cluster of 2 separate species, C4H14N2P in total in a non-equilibrium geometry.

The geometry in XYZ format:
```
21
Properties=species:S:1:pos:R:3:forces:R:3
C -1.313 1.604 1.546 0.53 0.77 -3.23
C -1.727 1.131 -0.930 1.11 1.87 -0.67
C -0.275 -1.303 -0.805 2.70 -1.45 0.98
C 0.274 -0.758 1.921 0.18 -2.27 2.31
N 2.930 -0.314 -1.676 3.36 4.36 0.69
N -1.071 1.037 0.394 -2.11 -0.24 2.18
P 0.303 -0.025 0.337 2.10 0.43 -1.40
H -1.822 2.550 1.540 -0.90 -0.07 0.37
H -0.628 1.337 2.308 -0.03 -0.06 0.95
H 2.078 -0.553 -1.793 -6.44 -3.00 -1.45
H -2.408 0.322 -1.195 0.25 -0.01 0.55
H -2.199 2.100 -1.193 0.21 -0.44 0.81
H -0.790 1.092 -1.508 -0.87 -0.10 -0.86
H 0.222 -2.258 -0.466 -1.06 0.66 0.21
H 0.239 -1.249 -1.751 -0.54 0.67 -0.65
H -1.316 -1.315 -0.821 -1.53 -0.78 -0.35
H -0.661 -1.298 2.162 0.16 0.12 -0.34
H 0.460 -0.159 2.838 0.39 -0.12 -0.93
H 1.076 -1.566 1.882 -0.80 1.04 0.11
H 3.698 -0.854 -1.683 2.56 -2.40 -0.09
H 2.931 0.481 -1.105 0.72 1.04 0.78
```
Forces are in eV/Å.

Charge: +1
Kohn-Sham gap, eV: 7.426
ΔE to the lowest compared entry with this formula, charge and spin, kJ/mol: 304.6

Mulliken atomic charge list, values in e, 2 entries: -0.14 -0.87

---

Entry 4:
DFT (wB97M-V/def2-TZVPD) results for a cluster of 2 separate species, C4H14N2Si in total in a non-equilibrium geometry.

The geometry in XYZ format:
```
21
Properties=species:S:1:pos:R:3:forces:R:3
C -1.386 0.715 0.697 0.43 0.34 0.66
C 0.422 1.664 -0.790 -2.90 0.52 0.83
C -1.087 -0.166 -1.628 1.20 -0.40 2.82
C -0.335 0.374 -0.334 0.12 -0.04 -0.91
N 0.474 -2.193 1.312 -0.25 -1.72 0.28
N 2.304 -0.222 0.925 -3.71 2.74 -0.95
Si 0.927 -0.978 0.206 0.57 0.28 -2.93
H -2.079 -0.077 0.953 0.15 -0.49 0.17
H -0.903 1.111 1.607 -0.36 -0.23 -0.14
H -2.008 1.489 0.288 -0.38 0.70 -0.15
H -0.377 2.354 -1.270 1.35 -0.99 0.59
H 1.066 1.288 -1.519 1.54 0.20 -1.30
H 0.894 2.253 0.010 0.07 -0.35 -0.26
H -1.989 0.342 -1.692 -1.83 1.26 -0.32
H -0.567 -0.104 -2.546 0.80 -0.16 -0.75
H -1.334 -1.165 -1.332 -0.25 -0.94 -0.64
H 1.194 -2.877 1.634 -0.75 1.10 -0.35
H -0.360 -2.747 1.098 0.35 0.30 0.04
H 2.252 0.833 0.860 0.91 -2.06 0.16
H 3.134 -0.681 1.014 2.77 -0.74 0.34
H 1.118 -1.632 -1.621 0.17 0.68 2.81
```
Forces are in eV/Å.

Charge: 0
Kohn-Sham gap, eV: 9.481
ΔE to the lowest compared entry with this formula, charge and spin, kJ/mol: 76.5

Mulliken atomic charge list, values in e, 2 entries: -1.72 -1.82

---

Entry 5:
DFT (wB97M-V/def2-TZVPD) results for a cluster of 2 separate species, C4H14N2Si in total in a non-equilibrium geometry.

The geometry in XYZ format:
```
21
Properties=species:S:1:pos:R:3:forces:R:3
C -1.312 1.800 -0.030 2.19 2.09 1.00
C -2.231 -0.257 0.400 -0.79 0.22 0.25
C 1.143 -1.050 1.556 1.16 -0.72 2.37
C 0.880 -1.668 -1.555 2.48 1.90 0.56
N 2.110 1.788 -0.996 -4.07 -0.90 0.14
N -0.958 0.422 0.241 0.01 -0.17 -0.53
Si 0.526 -0.406 -0.105 1.75 1.68 -0.54
H -0.383 2.498 -0.013 -1.50 -1.27 0.21
H -1.707 1.949 -1.017 -0.61 -0.08 -0.57
H -2.054 2.145 0.752 0.81 -0.26 -0.87
H -2.714 0.086 1.359 0.26 -0.16 -0.86
H -2.896 0.082 -0.473 0.55 -1.12 1.17
H -2.105 -1.338 0.531 -0.24 0.06 -0.52
H 2.038 -0.623 2.112 -0.63 0.21 -1.44
H 0.422 -0.876 2.373 -0.42 0.16 -0.66
H 1.393 -2.127 1.739 -0.37 0.46 -1.02
H 0.072 -2.260 -1.774 -2.20 -1.45 -0.48
H 1.177 -1.148 -2.488 -0.42 0.08 0.55
H 1.745 -2.353 -1.378 -0.65 0.62 0.46
H 2.104 2.276 -0.108 0.83 -0.46 0.29
H 2.750 1.060 -1.126 1.87 -0.88 0.50
```
Forces are in eV/Å.

Charge: 0
Kohn-Sham gap, eV: 8.447
ΔE to the lowest compared entry with this formula, charge and spin, kJ/mol: 362.8

Mulliken atomic charge list, values in e, 2 entries: -0.92 -1.06

---

Entry 6:
DFT (wB97M-V/def2-TZVPD) results for a cluster of 2 separate species, C4H14N3 in total in a non-equilibrium geometry.

The geometry in XYZ format:
```
21
Properties=species:S:1:pos:R:3:forces:R:3
C 1.376 2.468 -1.595 -1.01 -0.79 0.17
C 0.833 2.025 -0.268 0.70 -0.50 0.39
C -0.423 1.647 -0.049 0.35 -0.27 -0.64
N -0.961 1.182 1.199 -0.04 0.11 0.46
H 0.580 2.430 -2.330 -0.27 0.77 -0.15
H 1.864 3.422 -1.480 0.04 0.34 -0.34
H 2.050 1.744 -2.012 0.88 -0.32 0.19
H 1.615 1.951 0.519 -0.87 0.30 -0.13
H -1.137 1.499 -0.868 0.25 0.50 0.20
H -0.459 1.578 2.017 -0.52 -0.33 -0.68
H -1.939 1.456 1.230 0.09 0.20 0.40
H -0.962 -0.284 1.145 1.05 -0.48 0.04
N -0.664 -1.456 1.111 -1.09 -0.08 0.40
C -0.209 -1.996 -0.207 0.50 0.96 -1.58
N 0.116 -3.386 -0.334 -0.95 1.02 0.45
H -1.528 -1.958 1.267 -0.26 -0.13 0.78
H -0.017 -1.665 1.879 -0.20 0.02 -0.28
H -1.012 -1.755 -0.920 0.22 0.01 0.31
H 0.641 -1.332 -0.447 -0.15 -0.72 -0.26
H 0.902 -3.563 0.242 0.86 -0.80 0.44
H -0.663 -4.005 -0.100 0.40 0.18 -0.17
```
Forces are in eV/Å.

Charge: +1
Kohn-Sham gap, eV: 9.865
ΔE to the lowest compared entry with this formula, charge and spin, kJ/mol: 148.3

Mulliken atomic charge list, values in e, 2 entries: -1.22 -0.05

---

Which of these has the lowest Kohn-Sham gap? C4H14N2P

---

Which value of ΔE to the lowest compared entry with this formula, charge and spin does entry 4 give? 76.5 kJ/mol